1.
ORCA calculation (ωB97M-V/def2-TZVPD) on one molecule with the formula C5H13BO2S.

The geometry in XYZ format:
```
22
Properties=species:S:1:pos:R:3:forces:R:3
S 2.126894 0.438382 -1.814619 0.6 -1.7 -0.2
C -1.830202 -2.034714 0.173410 -0.5 0.3 -4.2
H 3.132512 0.027582 0.492168 -1.2 0.8 -1.3
C 0.869948 -0.041014 2.071203 -1.7 -1.5 1.9
H -0.180614 -0.401674 2.544209 2.5 0.0 -1.1
H -1.067952 -2.409928 -0.593398 -0.9 -0.5 1.8
C 1.043476 -0.355994 0.594427 -3.6 -0.8 -1.2
H -2.456057 1.802960 -1.366686 0.3 -0.4 0.7
H 1.282597 -1.436131 0.428761 -0.2 0.7 0.4
O -0.411969 1.167719 -0.906302 -2.3 -0.4 -0.4
H 0.722757 1.005229 2.311878 0.7 0.5 -0.4
H 1.665621 -0.886956 -1.907451 0.6 1.4 0.0
H -1.404824 1.924794 -2.697666 0.8 -0.5 0.3
H -1.108425 2.916590 -1.325429 0.1 2.1 0.3
H 2.103273 1.538860 0.312160 0.0 -1.4 -0.5
C -1.397705 1.959028 -1.594457 -0.5 -0.9 -0.7
O -1.906342 -0.635119 -0.222530 0.2 0.2 -0.1
C 2.170408 0.443449 -0.008163 0.8 0.9 1.3
H -1.567268 -2.005831 1.169887 0.8 -0.8 2.1
H 1.738660 -0.470722 2.668265 -1.2 0.6 -0.4
H -2.824017 -2.535378 -0.036101 1.2 0.7 0.4
B -0.700781 -0.011125 -0.293569 3.6 0.7 1.3
```
Positions in Å, forces in eV/Å.

As for the molecular weight: 148.0 Da. As for the energy relative to the best compared isomer or geometry (same formula, charge and spin): 69.49 kJ/mol. The HOMO energy is -8.3 eV. The LUMO energy comes out at 0.62 eV. For the calculated total energy, the calculation gives -771.8070 a.u. The calculation puts the HOMO-LUMO gap at 9.0 eV.

For reference, the Mulliken charges in units of e are: atom 1 (S): -0.24, atom 2 (C): -0.58, atom 3 (H): 0.35, atom 4 (C): -1.34, atom 5 (H): 0.21, atom 6 (H): 0.25, atom 7 (C): 0.00, atom 8 (H): 0.30, atom 9 (H): 0.30, atom 10 (O): -0.14, atom 11 (H): 0.36, atom 12 (H): 0.10, atom 13 (H): 0.27, atom 14 (H): 0.33, atom 15 (H): 0.29, atom 16 (C): -0.83, atom 17 (O): -0.52, atom 18 (C): -0.58, atom 19 (H): 0.26, atom 20 (H): 0.33, atom 21 (H): 0.21, atom 22 (B): 0.68

2.
ORCA calculation (ωB97M-V/def2-TZVPD) on C5H13CaO2 as an isolated structure.

The geometry in XYZ format:
```
21
Properties=species:S:1:pos:R:3:forces:R:3
H -7.238306 -0.158945 -4.716418 0.1 -0.3 0.0
C -5.104431 0.702686 -3.361165 0.2 0.4 -0.4
Ca -5.359541 -1.602079 -1.501120 -0.3 -1.7 0.9
C -6.579953 -0.935958 -4.308159 -0.2 0.1 -0.6
O -4.302940 0.198560 -1.187977 0.7 1.2 0.1
H -1.866823 1.274077 0.908101 -0.1 -0.1 -0.3
C -3.704996 0.581543 0.076625 0.0 0.3 0.5
H -4.209135 0.388644 -3.918111 -0.2 0.1 0.1
H -5.652548 1.451480 -3.948551 0.1 -0.1 0.1
C -2.272319 1.035919 -0.084155 0.2 0.0 0.0
O -5.934481 -0.439500 -3.136193 -0.7 1.2 -1.6
H -2.192731 1.940894 -0.700551 0.0 -0.2 0.2
H -3.942499 2.018355 -2.138783 -0.2 -0.1 0.0
H -1.660207 0.239615 -0.527335 -0.1 0.2 0.1
H -4.330967 1.367120 0.524998 0.1 -0.2 -0.1
H -5.611160 1.755526 -1.537830 0.2 0.0 -0.1
C -4.742621 1.277942 -2.014693 0.1 0.5 0.1
H -5.829315 -1.226381 -5.055844 -0.2 0.1 0.1
H -3.781373 -0.302376 0.721592 0.1 0.1 -0.2
H -7.173481 -1.806868 -4.011941 0.1 0.2 -0.1
H -5.151886 -2.962312 -0.341903 0.2 -1.5 1.2
```
Positions in Å, forces in eV/Å.

As for the molecular weight: 145.2 Da. As for the energy relative to the best compared isomer or geometry (same formula, charge and spin): 0.00 kJ/mol. The HOMO energy is -11.5 eV. The LUMO energy comes out at -3.48 eV. The charge is +1. For the calculated total energy, the calculation gives -1026.1051 a.u. The calculation puts the HOMO-LUMO gap at 8.1 eV.

For reference, the Mulliken charges in units of e are: atom 1 (H): 0.29, atom 2 (C): -0.51, atom 3 (Ca): 1.14, atom 4 (C): -0.71, atom 5 (O): -0.39, atom 6 (H): 0.38, atom 7 (C): -0.27, atom 8 (H): 0.34, atom 9 (H): 0.44, atom 10 (C): -1.10, atom 11 (O): -0.38, atom 12 (H): 0.32, atom 13 (H): 0.37, atom 14 (H): 0.30, atom 15 (H): 0.32, atom 16 (H): 0.34, atom 17 (C): -0.39, atom 18 (H): 0.35, atom 19 (H): 0.28, atom 20 (H): 0.28, atom 21 (H): -0.40